{"formula": "ClTi", "method": "the ωB97M-V functional and the def2-TZVPD basis", "species": ["Ti", "Cl"], "xyz": [[-0.2319, -1.7540, -0.5066], [0.2319, 1.7540, 0.5066]], "lowdin_spin": [2.99, 0.01], "gap_ev": [5.8, 6.1], "s2": 3.753, "homo_energy_ha": [-0.293, -0.294], "de_lowest_ev": 2.2290, "spin_multiplicity": 4}

=====

{"formula": "C5H10O", "method": "the ωB97M-V functional and the def2-TZVPD basis", "species": ["C", "C", "C", "C", "O", "C", "H", "H", "H", "H", "H", "H", "H", "H", "H", "H"], "xyz": [[0.5090, -0.7171, 1.1434], [-0.0928, 0.4716, -0.6400], [1.6963, 0.3730, 0.1838], [-1.4088, 1.0116, -0.1183], [-1.9478, 0.4472, -1.3516], [-0.9097, -0.5790, -1.3647], [1.0939, -1.6366, 1.0537], [-0.5491, -0.9776, 1.0481], [0.6601, -0.2406, 2.1165], [2.1091, 0.0701, -0.7823], [1.6967, 1.4619, 0.2804], [2.4200, 0.0077, 0.9422], [-1.5308, 2.1038, -0.0667], [-1.8888, 0.5376, 0.7621], [-0.6011, -0.8517, -2.3850], [-1.2562, -1.4820, -0.8217]], "nbo_charge": [-0.58, 0.01, -0.57, -0.16, -0.49, -0.16, 0.21, 0.21, 0.21, 0.23, 0.23, 0.19, 0.19, 0.15, 0.19, 0.15], "gap_ev": 8.2, "homo_energy_ha": -0.272, "de_lowest_ev": 7.8635}

=====

{"formula": "C5H9NO2", "method": "the ωB97M-V functional and the def2-TZVPD basis", "species": ["C", "N", "C", "C", "C", "C", "O", "O", "H", "H", "H", "H", "H", "H", "H", "H", "H"], "xyz": [[-0.6088, 2.6312, -0.8927], [0.6783, 2.3860, -0.8715], [0.1413, -0.8346, -1.0060], [-0.0639, -0.0623, 0.3225], [0.3154, -0.8612, 1.4740], [0.4327, -2.3140, 1.6439], [0.6056, -3.1705, 0.8029], [-1.4799, 1.7259, -0.9428], [-0.9969, 3.6598, -1.0514], [1.2396, 3.2010, -0.6557], [-0.3074, -0.2850, -1.8249], [-0.2623, -1.8177, -0.8645], [1.1889, -1.1127, -1.1432], [0.5926, 0.7915, 0.2345], [-1.1569, 0.0913, 0.2639], [0.5056, -0.3820, 2.4322], [0.3382, -2.6005, 2.7026]], "nbo_charge": [0.43, -0.77, -0.60, -0.56, 0.13, 0.30, -0.42, -0.68, 0.09, 0.34, 0.26, 0.22, 0.22, 0.33, 0.38, 0.20, 0.13], "gap_ev": 4.6, "homo_energy_ha": -0.307, "de_lowest_ev": 6.4344}